Entry 1:
A molecular structure, C45H53N3O6Si2Te2Zr at a distorted geometry. Source: the OMol25 dataset; level of theory: ωB97M-V with the def2-TZVPD basis set.

Values from the calculation:
- Kohn-Sham gap (alpha / beta): 7.40 / 6.66 eV
- Max |F|: 1.64 eV/A
- 2S+1: 2
- LUMO energy (alpha / beta): -2.79 / -4.02 eV
- Calculated total energy: -95903.01877 eV
- ⟨S²⟩: 0.755
- Energy relative to the best compared isomer or geometry (same formula, charge and spin): 24.43 kJ/mol
- Total charge: +1
- E_HOMO (alpha / beta): -10.2 / -10.7 eV

Element x y z (Å)
1 Zr -0.166 -0.227 0.244
2 O 1.244 1.519 5.977
3 C 1.026 1.073 4.734
4 C 0.978 -0.288 4.419
5 C 0.771 -0.630 3.114
6 N 0.654 0.309 2.186
7 C 0.650 1.614 2.473
8 C 0.845 2.051 3.746
9 C 0.413 2.386 1.189
10 O -0.102 3.474 1.156
11 O 0.773 1.640 0.145
12 C 0.675 -2.022 2.507
13 O 0.829 -3.005 3.170
14 O 0.443 -1.946 1.198
15 H 1.375 0.790 6.593
16 H 1.092 -1.056 5.177
17 H 0.867 3.103 4.000
18 N -1.197 -1.778 -1.118
19 C -2.067 -2.296 -1.635
20 C -3.148 -2.950 -2.331
21 C -2.914 -3.444 -3.612
22 C -3.945 -4.067 -4.293
23 C -5.194 -4.194 -3.693
24 C -5.422 -3.687 -2.420
25 C -4.397 -3.060 -1.730
26 H -1.931 -3.340 -4.060
27 H -3.775 -4.455 -5.289
28 H -5.995 -4.698 -4.222
29 H -6.399 -3.782 -1.961
30 H -4.560 -2.654 -0.739
31 C -2.714 8.630 -4.584
32 C -2.427 7.352 -3.835
33 C -1.437 6.473 -4.261
34 C -1.165 5.282 -3.592
35 C -0.037 4.412 -4.126
36 C -1.947 4.953 -2.466
37 Te -1.519 2.962 -1.629
38 N -1.838 0.965 -0.410
39 C -2.376 0.725 0.762
40 O -1.875 -0.307 1.431
41 C -3.497 1.463 1.403
42 C -3.491 2.845 1.543
43 C -4.555 3.483 2.166
44 C -5.621 2.741 2.656
45 C -5.617 1.355 2.538
46 C -4.552 0.714 1.924
47 C -3.148 2.178 -2.750
48 C -4.394 2.775 -2.592
49 C -5.536 2.194 -3.129
50 C -5.434 0.997 -3.816
51 C -4.189 0.404 -3.987
52 C -3.032 0.974 -3.464
53 C -1.705 0.303 -3.712
54 C -2.911 5.848 -1.985
55 C -3.706 5.633 -0.711
56 C -3.137 7.028 -2.688
57 H -2.057 8.740 -5.447
58 H -2.579 9.501 -3.939
59 H -3.747 8.646 -4.941
60 H -0.847 6.724 -5.142
61 H 0.507 4.940 -4.908
62 H -0.421 3.483 -4.559
63 H 0.677 4.143 -3.346
64 H -2.634 3.413 1.212
65 H -4.546 4.562 2.271
66 H -6.448 3.241 3.147
67 H -6.442 0.772 2.931
68 H -4.532 -0.368 1.841
69 H -4.480 3.715 -2.063
70 H -6.497 2.678 -3.007
71 H -6.320 0.526 -4.229
72 H -4.113 -0.528 -4.539
73 H -1.815 -0.529 -4.410
74 H -1.269 -0.078 -2.792
75 H -0.997 1.005 -4.139
76 H -3.483 4.677 -0.256
77 H -4.781 5.680 -0.899
78 H -3.469 6.412 0.018
79 H -3.892 7.721 -2.314
80 C 1.374 0.623 -6.201
81 Si 2.748 -0.104 -5.190
82 C 3.740 -1.274 -6.223
83 C 3.823 1.284 -4.584
84 C 2.084 -1.163 -3.742
85 Te 2.016 -0.282 -1.787
86 C 2.929 -2.023 -0.872
87 Si 4.506 -1.596 0.088
88 C 5.704 -0.867 -1.129
89 C 5.168 -3.144 0.853
90 C 4.105 -0.341 1.403
91 H 1.733 0.799 -7.224
92 H 1.061 1.590 -5.797
93 H 0.498 -0.030 -6.264
94 H 4.116 -0.767 -7.119
95 H 3.138 -2.130 -6.550
96 H 4.602 -1.657 -5.665
97 H 4.016 1.989 -5.402
98 H 4.792 0.918 -4.219
99 H 3.350 1.839 -3.770
100 H 2.797 -1.978 -3.591
101 H 1.110 -1.606 -3.965
102 H 3.177 -2.682 -1.709
103 H 2.171 -2.508 -0.265
104 H 6.036 -1.624 -1.853
105 H 6.595 -0.473 -0.627
106 H 5.242 -0.046 -1.683
107 H 5.437 -3.881 0.086
108 H 4.426 -3.601 1.519
109 H 6.068 -2.928 1.442
110 H 3.376 0.397 1.057
111 H 5.010 0.207 1.692
112 H 3.710 -0.830 2.302

Here are the Mulliken charges for atoms 1 to 99, given in e:
1 Zr -0.295
2 O -0.519
3 C 0.919
4 C -0.512
5 C -0.042
6 N 0.730
7 C 0.459
8 C -0.737
9 C 0.157
10 O -0.638
11 O -0.221
12 C 0.038
13 O -0.647
14 O -0.615
15 H 0.328
16 H 0.481
17 H 0.647
18 N -0.444
19 C -0.087
20 C 0.585
21 C -0.342
22 C -0.715
23 C -0.398
24 C -0.742
25 C -0.282
26 H 0.525
27 H 0.431
28 H 0.426
29 H 0.437
30 H 0.589
31 C -1.592
32 C 0.619
33 C -0.996
34 C 0.964
35 C -1.613
36 C 0.475
37 Te 0.170
38 N 0.183
39 C 1.150
40 O -0.540
41 C 0.155
42 C -0.220
43 C -1.142
44 C -0.478
45 C -0.748
46 C -0.486
47 C 0.901
48 C -0.225
49 C -1.089
50 C -0.841
51 C -0.569
52 C 0.875
53 C -0.403
54 C 1.238
55 C -1.359
56 C -0.931
57 H 0.344
58 H 0.354
59 H 0.345
60 H 0.298
61 H 0.455
62 H 0.207
63 H 0.310
64 H 0.955
65 H 0.475
66 H 0.410
67 H 0.427
68 H 0.459
69 H 0.285
70 H 0.491
71 H 0.418
72 H 0.422
73 H 0.455
74 H -0.626
75 H -0.007
76 H -0.511
77 H 0.414
78 H 0.547
79 H 0.448
80 C -0.718
81 Si 0.223
82 C -1.081
83 C -0.989
84 C -0.669
85 Te 0.146
86 C -1.235
87 Si 0.029
88 C -0.946
89 C -1.072
90 C -0.565
91 H 0.390
92 H 0.040
93 H 0.301
94 H 0.337
95 H 0.322
96 H 0.322
97 H 0.375
98 H 0.280
99 H 0.338

Entry 2:
A molecular structure, C45H53NOP2PdSSi2Te at a distorted geometry. Source: the OMol25 dataset; level of theory: ωB97M-V with the def2-TZVPD basis set.

Values from the calculation:
- Kohn-Sham gap (alpha / beta): 6.06 / 6.03 eV
- Max |F|: 1.09 eV/A
- 2S+1: 1
- LUMO energy (alpha / beta): -7.09 / -7.04 eV
- Calculated total energy: -106989.75938 eV
- Total charge: +2
- E_HOMO (alpha / beta): -13.2 / -13.1 eV

Element x y z (Å)
1 Pd -0.486 1.063 0.163
2 Te 1.487 2.982 -1.583
3 C 3.286 2.942 -2.654
4 C 4.476 2.467 -2.111
5 C 5.589 2.412 -2.935
6 N 5.594 2.813 -4.201
7 C 4.464 3.298 -4.692
8 C 3.276 3.372 -3.975
9 C 1.512 0.890 -0.864
10 P 1.785 0.698 0.817
11 C 2.185 -0.941 1.397
12 C 2.192 -1.145 2.778
13 C 2.509 -2.392 3.286
14 C 2.810 -3.437 2.419
15 C 2.806 -3.233 1.048
16 C 2.500 -1.982 0.533
17 C 2.919 1.847 1.570
18 C 2.514 3.101 2.012
19 C 3.446 3.965 2.564
20 C 4.773 3.577 2.669
21 C 5.176 2.319 2.238
22 C 4.251 1.443 1.697
23 P 0.342 0.053 -1.894
24 C -0.014 -1.690 -1.652
25 C 0.745 -2.665 -2.312
26 C 0.430 -4.002 -2.168
27 C -0.659 -4.379 -1.387
28 C -1.427 -3.417 -0.753
29 C -1.107 -2.075 -0.888
30 C 0.945 0.235 -3.580
31 C 2.313 0.052 -3.794
32 C 2.824 0.091 -5.079
33 C 1.976 0.324 -6.152
34 C 0.617 0.514 -5.942
35 C 0.095 0.468 -4.658
36 H 4.545 2.151 -1.079
37 H 6.531 2.032 -2.552
38 H 4.493 3.632 -5.724
39 H 2.377 3.734 -4.456
40 H 1.969 -0.331 3.458
41 H 2.532 -2.550 4.356
42 H 3.068 -4.410 2.817
43 H 3.062 -4.040 0.376
44 H 2.530 -1.826 -0.535
45 H 1.483 3.407 1.918
46 H 3.137 4.942 2.911
47 H 5.500 4.254 3.096
48 H 6.210 2.017 2.332
49 H 4.563 0.454 1.383
50 H 1.571 -2.382 -2.953
51 H 1.017 -4.752 -2.680
52 H -0.913 -5.426 -1.290
53 H -2.282 -3.703 -0.153
54 H -1.721 -1.333 -0.395
55 H 2.986 -0.119 -2.961
56 H 3.884 -0.048 -5.244
57 H 2.374 0.358 -7.157
58 H -0.042 0.693 -6.780
59 H -0.962 0.607 -4.508
60 C -4.906 2.695 -1.426
61 Si -3.511 1.456 -1.184
62 C -2.812 1.046 -2.877
63 C -4.146 -0.121 -0.363
64 C -2.242 2.333 -0.113
65 Si -2.700 3.009 1.602
66 C -4.136 2.079 2.378
67 C -1.209 3.033 2.755
68 C -3.195 4.777 1.231
69 H -5.593 2.329 -2.191
70 H -4.538 3.667 -1.754
71 H -5.484 2.843 -0.513
72 H -3.609 1.103 -3.621
73 H -2.412 0.029 -2.907
74 H -2.030 1.749 -3.171
75 H -4.181 -0.933 -1.092
76 H -5.159 0.018 0.016
77 H -3.533 -0.456 0.474
78 H -1.727 3.113 -0.691
79 H -4.303 1.081 1.982
80 H -5.057 2.647 2.237
81 H -3.988 1.982 3.456
82 H -0.649 2.096 2.818
83 H -1.550 3.275 3.764
84 H -0.518 3.822 2.459
85 H -4.036 4.827 0.541
86 H -2.373 5.356 0.809
87 H -3.505 5.266 2.157
88 C -2.495 -6.799 2.326
89 C -2.374 -5.309 2.421
90 C -1.123 -4.691 2.458
91 C -1.006 -3.317 2.543
92 C -2.162 -2.545 2.594
93 C -3.419 -3.131 2.540
94 C -3.515 -4.510 2.459
95 S -2.047 -0.787 2.705
96 C -1.405 -0.612 4.364
97 O -0.859 -0.421 1.806
98 H -1.526 -7.284 2.424
99 H -2.927 -7.090 1.367
100 H -3.149 -7.187 3.107
101 H -0.228 -5.300 2.418
102 H -0.032 -2.844 2.543
103 H -4.315 -2.522 2.560
104 H -4.494 -4.972 2.424
105 H -0.474 -1.168 4.455
106 H -2.152 -1.010 5.052
107 H -1.253 0.448 4.555

Here are the Mulliken charges for atoms 1 to 99, given in e:
1 Pd -0.305
2 Te 0.460
3 C 0.420
4 C -0.092
5 C -0.456
6 N -0.587
7 C -0.497
8 C -0.445
9 C -2.593
10 P 1.235
11 C 0.997
12 C -0.730
13 C -0.838
14 C -0.660
15 C -0.649
16 C -0.536
17 C 0.630
18 C -0.350
19 C -0.685
20 C -0.600
21 C -0.674
22 C -0.568
23 P 1.794
24 C 0.469
25 C -0.469
26 C -0.990
27 C -0.777
28 C -0.941
29 C 1.007
30 C 0.726
31 C -0.124
32 C -1.018
33 C -0.760
34 C -0.785
35 C -0.749
36 H 0.409
37 H 0.401
38 H 0.426
39 H 0.395
40 H 0.582
41 H 0.468
42 H 0.476
43 H 0.517
44 H 0.566
45 H 0.132
46 H 0.479
47 H 0.444
48 H 0.476
49 H 0.542
50 H 0.411
51 H 0.490
52 H 0.476
53 H 0.727
54 H -0.234
55 H 0.393
56 H 0.464
57 H 0.453
58 H 0.478
59 H 0.386
60 C -1.229
61 Si 0.258
62 C -1.121
63 C -0.617
64 C 0.036
65 Si 0.548
66 C -0.964
67 C -0.574
68 C -1.263
69 H 0.380
70 H 0.365
71 H 0.333
72 H 0.578
73 H 0.375
74 H 0.264
75 H 0.481
76 H 0.625
77 H -0.406
78 H 0.647
79 H 0.146
80 H 0.372
81 H 0.462
82 H -0.208
83 H 0.530
84 H 0.267
85 H 0.334
86 H 0.331
87 H 0.368
88 C -1.639
89 C 0.914
90 C -0.715
91 C -0.150
92 C 0.338
93 C -0.715
94 C -0.716
95 S 0.694
96 C -1.124
97 O 0.157
98 H 0.366
99 H 0.347

Which of these has the lowest max |F|? C45H53NOP2PdSSi2Te